No. 1
# C8H8NO6Sc

C8H8NO6Sc as an isolated structure at a distorted geometry (ωB97M-V with the def2-TZVPD basis set, OMol25).

Values from the calculation:
F_max = 8.4 eV Å⁻¹
Energy above the lowest of the compared OMol25 structures with the same formula, charge and spin = 14.3 kcal/mol
Frontier orbital gap (alpha / beta) = 6.30 / 6.29 eV
HOMO (alpha / beta) = -0.580 / -0.580 Eh
Charge = +2
E_LUMO (alpha / beta) = -9.48 / -9.48 eV

```
24
Properties=species:S:1:pos:R:3:forces:R:3:nbo_charge:R:1
O 0.72619 1.10133 -1.37897 -0.41 -1.05 0.60 -0.68
C 0.85987 -0.18679 -1.78500 1.28 -1.21 -1.53 -0.23
Sc 0.18037 0.42493 0.42616 -0.89 -1.32 -1.41 1.41
C -0.98418 1.77194 1.95794 -2.99 3.79 4.30 0.51
O -1.62838 2.37994 2.70966 3.04 -3.03 -3.69 -0.29
C -0.43199 -1.25928 -1.16034 -0.37 -2.89 0.75 0.37
O -0.63694 -2.34662 -1.60316 0.74 3.36 0.99 -0.40
C 2.31458 -0.54632 -1.63106 5.17 5.25 -3.99 0.78
O 3.38672 -0.06952 -1.91751 -5.90 -4.12 2.76 -0.23
C -2.05821 -0.11201 0.29554 -4.65 0.40 0.25 0.46
O -3.20661 -0.20990 0.20867 4.22 -0.04 0.06 -0.33
H 0.53023 -0.56384 -2.81045 0.82 0.82 0.89 0.35
C -0.21665 -2.43054 3.27464 -0.39 -0.18 0.00 -0.43
N 1.23398 -2.23472 3.35747 0.03 1.14 -1.31 -0.30
C 1.98811 -2.97260 4.37112 0.62 -0.20 0.29 -0.43
C 1.83812 -1.40559 2.52944 0.32 -1.55 1.84 0.57
O 1.22774 -0.74967 1.63993 -0.57 0.65 -0.69 -0.78
H -0.49307 -3.15162 4.04626 -0.09 0.20 -0.23 0.26
H -0.52172 -2.82633 2.29877 0.24 0.00 0.14 0.23
H -0.76629 -1.49757 3.44909 0.25 -0.10 0.10 0.22
H 2.66916 -3.68496 3.89578 -0.24 0.00 0.08 0.24
H 2.58640 -2.27772 4.96557 -0.19 -0.12 0.04 0.24
H 1.27619 -3.50198 5.00714 0.31 0.13 -0.08 0.25
H 2.92739 -1.31186 2.65690 -0.35 0.08 -0.15 0.20
```
Positions in Å, forces in eV/Å.



No. 2
# C8H8O2S2

One molecule with the formula C8H8O2S2 at a distorted geometry (ωB97M-V with the def2-TZVPD basis set, OMol25).

Values from the calculation:
F_max = 4.0 eV Å⁻¹
Energy above the lowest of the compared OMol25 structures with the same formula, charge and spin = 62.4 kcal/mol
Frontier orbital gap = 9.40 eV
Structure (SMILES) = C=CO[S@@](=O)(=S)c1ccccc1
HOMO = -0.337 Eh
Charge = 0
E_LUMO = 0.24 eV

```
20
Properties=species:S:1:pos:R:3:forces:R:3:nbo_charge:R:1
C -1.82516 3.22425 -1.05115 -2.39 2.87 1.53 -0.45
C -1.88543 2.33960 -0.10174 -1.39 -2.63 1.58 0.10
O -1.12882 1.16191 -0.31612 -0.60 0.35 0.66 -0.72
S -1.52205 -0.13527 0.59229 -0.19 -0.36 -1.05 1.81
O -1.74750 0.29863 1.96107 0.39 -0.53 -0.89 -0.90
S -2.88635 -1.18715 -0.33430 0.92 0.85 0.84 -0.41
C 0.10070 -0.83839 0.31114 1.24 -1.56 0.80 -0.28
C 0.71480 -1.51461 1.40219 0.75 1.63 -3.06 -0.20
C 2.02147 -1.96001 1.24102 1.49 -0.79 -0.76 -0.20
C 2.69502 -1.76689 -0.00726 -1.72 -0.08 0.57 -0.18
C 2.03301 -1.14986 -1.08593 0.64 -0.28 -1.12 -0.22
C 0.73720 -0.75104 -0.95590 -2.44 1.34 2.23 -0.19
H -2.38869 4.18438 -0.96404 0.42 -1.02 0.19 0.22
H -1.39288 3.10817 -1.96943 1.63 -0.62 -1.91 0.21
H -2.60349 2.16214 0.80193 1.62 1.31 -1.63 0.23
H 0.26508 -1.38469 2.31225 -1.10 -0.43 2.34 0.23
H 2.58681 -2.52768 2.04744 -0.96 1.02 -0.98 0.23
H 3.67428 -2.16413 -0.14061 0.62 -0.06 0.01 0.22
H 2.42060 -0.96152 -2.12349 0.35 -0.49 1.41 0.23
H 0.13142 -0.13783 -1.61934 0.72 -0.52 -0.75 0.24
```
Positions in Å, forces in eV/Å.



No. 3
# C8H8O3

One molecule with the formula C8H8O3 at a distorted geometry (ωB97M-V with the def2-TZVPD basis set, OMol25).

Values from the calculation:
F_max = 3.3 eV Å⁻¹
Energy above the lowest of the compared OMol25 structures with the same formula, charge and spin = 83.8 kcal/mol
Frontier orbital gap = 8.40 eV
Structure (SMILES) = OC1=C2OC=C[C@@H]2COC=C1
HOMO = -0.279 Eh
Charge = 0
E_LUMO = 0.81 eV

```
19
Properties=species:S:1:pos:R:3:forces:R:3:nbo_charge:R:1
O -0.13063 -2.82024 0.25534 0.35 0.48 -0.04 -0.68
C -0.49584 -1.55844 -0.19654 2.00 0.48 0.38 0.23
C 0.49842 -0.66657 -0.28844 -0.77 1.42 -0.63 0.20
O 1.78390 -0.97822 0.07739 0.39 -1.17 0.23 -0.50
C 2.52521 0.16898 0.08874 0.10 -0.15 0.84 0.15
C 1.80380 1.25546 -0.22985 2.79 -1.27 -0.41 -0.31
C 0.42809 0.83845 -0.54683 -0.28 -0.55 0.47 -0.34
C -0.48088 1.49003 0.44943 -0.16 0.16 1.60 -0.04
O -1.85022 1.20472 0.10969 0.17 0.70 0.80 -0.52
C -2.42893 -0.02413 -0.10554 -0.71 2.59 0.26 0.18
C -1.87824 -1.18702 -0.35751 -0.86 -3.11 0.84 -0.38
H 0.82686 -2.70785 0.50050 -1.22 -0.49 -0.29 0.49
H 3.54631 -0.05671 0.48839 -1.01 0.81 -0.74 0.22
H 2.35847 2.16053 -0.34147 -0.50 0.83 -0.08 0.24
H 0.01810 1.06209 -1.49999 0.10 0.32 -1.27 0.24
H -0.31441 2.62537 0.58938 -0.80 -1.68 -0.82 0.20
H -0.10507 1.07890 1.42884 -1.15 0.20 -0.47 0.18
H -3.52101 0.17796 -0.06806 0.88 -0.64 -0.31 0.20
H -2.58393 -2.06332 -0.35348 0.68 1.03 -0.37 0.24
```
Positions in Å, forces in eV/Å.



No. 4
# C8H8Si

A 2-piece molecular cluster, C8H8Si overall at a distorted geometry (ωB97M-V with the def2-TZVPD basis set, OMol25).

Values from the calculation:
F_max = 4.6 eV Å⁻¹
Energy above the lowest of the compared OMol25 structures with the same formula, charge and spin = 42.8 kcal/mol
Frontier orbital gap = 7.46 eV
HOMO = -0.314 Eh
Charge = 0
E_LUMO = -1.09 eV

```
17
Properties=species:S:1:pos:R:3:forces:R:3:nbo_charge:R:1
C 0.90268 -2.27008 -4.15602 0.48 1.86 -0.58 -0.14
C 1.14106 -1.07370 -4.06759 -0.74 -1.36 0.25 -0.61
C -0.92189 -0.78406 2.24546 0.00 1.15 -0.63 -0.22
C 0.42812 -0.46415 2.43512 -1.53 -0.04 -0.15 -0.21
C -1.74702 0.07973 1.47681 -0.36 -1.24 0.42 -0.22
C 0.99322 0.67849 1.82281 1.91 -2.62 3.27 -0.22
C -1.12470 1.15343 0.83805 -2.52 2.07 -0.34 -0.22
C 0.18732 1.47734 1.14150 -0.18 2.73 -2.41 -0.22
Si 1.60758 0.68594 -3.97752 1.49 0.06 0.04 0.80
H 0.73075 -3.24948 -4.50036 -0.13 -0.68 0.29 0.23
H -1.36759 -1.65760 2.72276 0.19 0.33 0.06 0.21
H 0.82976 -1.03541 3.24665 1.23 -0.24 -0.13 0.21
H -2.85629 -0.18111 1.54783 1.60 0.80 -0.84 0.22
H 2.03777 0.91692 2.11340 -0.85 0.10 -0.49 0.22
H -1.70712 1.98610 0.23623 0.95 -2.09 1.29 0.22
H 0.58995 2.46627 0.81597 -0.43 -0.95 -0.05 0.21
H 0.27640 1.27138 -3.94111 -1.10 0.12 0.02 -0.27
```
Positions in Å, forces in eV/Å.